1.
Entry from the Open Molecules 2025 dataset: a single C3H2N2O2S molecule (wB97M-V/def2-TZVPD).

```
! wB97M-V def2-TZVPD RIJCOSX def2/J DEFGRID3
* xyz 0 1
O -0.908 2.090 0.031
C -0.386 0.878 -0.124
C -0.082 0.136 1.090
N 0.427 -1.049 1.039
C 0.697 -1.595 -0.207
S 1.342 -3.066 -0.414
O 0.404 -0.859 -1.332
N -0.147 0.407 -1.294
H -1.048 2.451 -0.857
H -0.299 0.606 2.068
*
```

Output
* frontier orbital gap: 7.7 eV
* structure (SMILES): Oc1cnc(=S)on1
* total energy: -21051.0874 eV
* LUMO energy: -1.32 eV

Mulliken atomic charge list, values in e, 4 entries: O -0.476; C 0.741; C -0.056; N -0.379


2.
Entry from the Open Molecules 2025 dataset: a single C4H7N3O molecule (wB97M-V/def2-TZVPD).

```
! wB97M-V def2-TZVPD RIJCOSX def2/J DEFGRID3
* xyz 0 1
C 2.014 1.020 0.082
C 1.154 -0.107 -0.010
O 1.776 -1.325 -0.086
N 0.800 -2.301 0.026
N -0.327 -1.673 -0.023
C -0.181 -0.389 -0.021
C -1.390 0.385 -0.178
N -2.657 -0.262 0.072
H 2.423 1.130 1.066
H 1.653 2.088 -0.194
H 2.903 0.996 -0.603
H -1.404 1.320 0.437
H -1.445 0.803 -1.259
H -2.636 -1.139 -0.380
H -2.683 -0.546 1.072
*
```

Output
* frontier orbital gap: 10.4 eV
* structure (SMILES): Cc1onnc1CN
* total energy: -10776.7656 eV
* LUMO energy: 0.72 eV

Mulliken atomic charge list, values in e, 4 entries: C -1.256; C 0.715; O -0.102; N -0.436


3.
Entry from the Open Molecules 2025 dataset: a gas-phase ion, C5H2BrO2 (charge -1) (wB97M-V/def2-TZVPD).

```
! wB97M-V def2-TZVPD RIJCOSX def2/J DEFGRID3
* xyz -1 3
C -2.061 1.651 0.441
C -1.724 0.514 0.127
C -0.910 -0.552 -0.062
C 0.713 -0.186 -0.463
C 1.803 -1.167 -0.171
O 1.625 -2.371 -0.124
O 2.740 -0.434 0.168
Br 1.085 1.603 -0.424
H -2.438 2.617 0.367
H -0.835 -1.674 0.141
*
```

Output
* frontier orbital gap (alpha / beta): 6.5 / 6.4 eV
* total energy: -79350.3363 eV
* LUMO energy (alpha / beta): 3.38 / 2.08 eV

Mulliken atomic charge list, values in e, 4 entries: C -0.425; C 0.068; C -0.434; C -0.051


4.
Entry from the Open Molecules 2025 dataset: a single C5H12O2 molecule (wB97M-V/def2-TZVPD).

```
! wB97M-V def2-TZVPD RIJCOSX def2/J DEFGRID3
* xyz 0 1
C 3.120 0.624 -0.888
C 2.268 -0.256 0.007
O 0.969 0.282 0.004
C 0.011 -0.493 0.680
C -1.311 0.217 0.444
O -2.391 -0.670 0.591
C -3.535 -0.164 -0.047
H 3.108 1.655 -0.519
H 2.715 0.624 -1.905
H 4.155 0.272 -0.921
H 2.673 -0.285 1.032
H 2.252 -1.293 -0.368
H -0.049 -1.511 0.262
H 0.255 -0.577 1.751
H -1.427 1.075 1.123
H -1.272 0.607 -0.583
H -3.384 -0.100 -1.135
H -3.796 0.843 0.319
H -4.360 -0.848 0.155
*
```

Output
* frontier orbital gap: 10.9 eV
* structure (SMILES): CCOCCOC
* total energy: -9473.5002 eV
* LUMO energy: 1.12 eV

Mulliken atomic charge list, values in e, 4 entries: C -1.172; C -0.221; O -0.263; C -0.472


5.
Entry from the Open Molecules 2025 dataset: a molecular structure, C28H41FeN2O2P2S (wB97M-V/def2-TZVPD).

```
! wB97M-V def2-TZVPD RIJCOSX def2/J DEFGRID3
* xyz 2 6
Fe -0.798 0.211 -0.725
C -4.374 -0.393 0.925
C -4.409 0.841 0.025
C -5.815 1.060 -0.557
C -3.435 0.723 -1.116
C -3.180 -0.511 -1.734
C -2.460 -0.572 -2.923
C -1.927 0.581 -3.512
C -1.305 0.545 -4.868
C -2.105 1.802 -2.848
C -2.874 1.873 -1.693
H -4.807 -0.165 1.894
H -3.345 -0.731 1.061
H -4.955 -1.202 0.491
H -4.144 1.726 0.612
H -6.120 0.199 -1.145
H -5.839 1.938 -1.197
H -6.529 1.202 0.248
H -3.648 -1.410 -1.362
H -2.389 -1.516 -3.441
H -0.231 0.723 -4.819
H -1.732 1.331 -5.489
H -1.487 -0.408 -5.357
H -1.750 2.712 -3.312
H -3.138 2.840 -1.288
C -2.602 3.784 1.640
P -1.131 3.099 0.761
C -0.689 4.544 -0.299
C 0.198 3.320 2.052
C 0.523 2.028 2.789
P 0.262 0.585 1.679
C -1.031 -0.379 2.774
C 1.571 1.309 0.203
H -2.340 4.742 2.087
H -2.930 3.103 2.422
H -3.419 3.942 0.939
H -0.593 5.433 0.325
H -1.450 4.724 -1.054
H 0.262 4.359 -0.795
H -0.117 4.095 2.754
H 1.077 3.685 1.521
H -0.107 1.914 3.670
H 1.560 2.001 3.124
H -0.669 -0.457 3.797
H -1.159 -1.380 2.368
H -1.972 0.162 2.743
H 2.421 1.759 0.702
H 1.074 2.048 -0.430
H 1.886 0.461 -0.399
C 7.575 -2.598 1.613
C 6.094 -2.459 1.566
C 5.264 -3.400 2.177
C 3.889 -3.252 2.173
C 3.328 -2.150 1.549
C 4.124 -1.221 0.904
C 5.497 -1.374 0.919
S 1.584 -1.871 1.699
O 0.982 -2.818 2.568
O 1.522 -0.388 2.272
N 0.755 -1.560 0.374
C 0.808 -2.266 -0.778
C 1.294 -3.579 -0.884
C 1.273 -4.188 -2.117
C 0.813 -3.471 -3.221
C 0.354 -2.183 -3.028
N 0.332 -1.586 -1.838
H 7.869 -3.643 1.666
H 7.970 -2.108 2.504
H 8.046 -2.129 0.753
H 5.695 -4.253 2.677
H 3.249 -3.971 2.656
H 3.673 -0.384 0.402
H 6.116 -0.637 0.432
H 1.630 -4.090 0.005
H 1.608 -5.206 -2.229
H 0.822 -3.907 -4.205
H 0.009 -1.587 -3.856
*
```

Output
* frontier orbital gap (alpha / beta): 7.3 / 6.7 eV
* total energy: -100560.2013 eV
* LUMO energy (alpha / beta): -5.60 / -7.43 eV

Mulliken atomic charge list, values in e, 4 entries: Fe 0.829; C -1.866; C 1.015; C -1.514


6.
Entry from the Open Molecules 2025 dataset: a molecular structure, C3H6ErO3 (wB97M-V/def2-TZVPD).

```
! wB97M-V def2-TZVPD RIJCOSX def2/J DEFGRID3
* xyz 2 5
H -0.426 -0.732 1.990
O 0.150 -1.683 -1.808
C -0.033 -1.218 -0.717
O -0.344 0.090 -0.548
Er 0.146 2.107 1.080
O 0.272 -1.860 0.385
C 0.494 -1.217 1.635
H 1.341 -0.520 1.566
H 0.759 -2.007 2.341
C -0.788 0.759 -1.753
H -1.002 1.792 -1.458
H -0.032 0.757 -2.543
H -1.692 0.254 -2.101
*
```

Output
* frontier orbital gap (alpha / beta): 6.8 / 6.8 eV
* total energy: -36948.8043 eV
* LUMO energy (alpha / beta): -11.09 / -12.00 eV

Mulliken atomic charge list, values in e, 4 entries: H 0.280; O -0.406; C 0.734; O 0.194


7.
Entry from the Open Molecules 2025 dataset: 2 unconnected molecules or ions with the total composition C6H15P (wB97M-V/def2-TZVPD).

```
! wB97M-V def2-TZVPD RIJCOSX def2/J DEFGRID3
* xyz 0 1
C 0.836 -1.071 -0.001
P 0.696 -1.366 -1.674
C 1.541 0.057 -2.449
C 1.721 -2.870 -2.004
H 0.311 -1.590 0.668
H 0.824 0.007 0.059
H -0.250 -1.831 -2.729
H 0.926 0.890 -2.227
H 2.604 -0.068 -2.321
H 1.406 -0.056 -3.624
H 2.563 -2.731 -2.726
H 2.000 -3.272 -0.954
H 1.095 -3.738 -2.435
C -2.325 1.779 1.221
C -1.622 1.583 2.297
C -1.669 2.437 3.555
H -3.068 2.526 1.331
H -2.290 1.278 0.356
H -0.899 0.826 2.433
H -1.890 1.819 4.435
H -2.365 3.213 3.279
H -0.612 2.823 3.712
*
```

Output
* frontier orbital gap: 8.7 eV
* structure (SMILES): C=[PH](C)C.C=CC
* total energy: -15749.9253 eV
* LUMO energy: 1.04 eV

Mulliken atomic charge list, values in e, 4 entries: C -1.097; P 0.670; C -1.140; C -1.045


8.
Entry from the Open Molecules 2025 dataset: a molecular structure, C25H24MnNO7PS (wB97M-V/def2-TZVPD).

```
! wB97M-V def2-TZVPD RIJCOSX def2/J DEFGRID3
* xyz 2 4
Mn 0.923 1.231 0.073
O 0.200 1.407 -1.673
C 0.435 0.745 -2.718
C 1.348 -0.321 -2.806
C 1.376 -1.122 -3.964
C 2.259 -2.152 -4.011
C 3.170 -2.388 -2.979
C 3.160 -1.604 -1.847
C 2.226 -0.583 -1.731
O 2.201 0.144 -0.616
N 2.260 -3.052 -5.186
O 1.306 -2.980 -5.930
O 3.133 -3.889 -5.221
H -0.122 1.043 -3.607
H 0.704 -0.944 -4.796
H 3.882 -3.196 -3.090
H 3.865 -1.766 -1.042
O 0.878 1.704 3.879
C 0.697 1.110 2.869
O 1.533 1.181 1.799
C -0.509 0.203 2.621
P -0.147 -0.613 1.051
C -1.554 -1.067 0.104
C -2.844 -0.644 0.450
C -3.909 -0.994 -0.362
C -3.688 -1.732 -1.521
C -2.406 -2.152 -1.868
C -1.335 -1.821 -1.061
C 0.883 -2.026 1.364
C 2.262 -1.925 1.571
C 2.964 -3.055 1.954
C 2.301 -4.265 2.130
C 0.928 -4.357 1.931
C 0.207 -3.242 1.540
H -1.404 0.821 2.572
H -0.620 -0.528 3.418
H -3.022 -0.075 1.353
H -4.914 -0.698 -0.088
H -4.527 -1.992 -2.157
H -2.250 -2.747 -2.760
H -0.338 -2.176 -1.304
H 2.772 -0.981 1.454
H 4.030 -2.990 2.124
H 2.857 -5.143 2.428
H 0.416 -5.299 2.080
H -0.863 -3.317 1.385
O -0.225 2.666 0.592
S -0.142 4.182 0.945
C -1.619 4.929 0.202
C -2.494 5.454 1.351
C -1.588 5.611 2.577
C -0.740 4.346 2.629
H -2.076 4.151 -0.406
H -1.254 5.720 -0.451
H -3.295 4.747 1.567
H -2.955 6.398 1.072
H -2.155 5.722 3.500
H -0.953 6.495 2.481
H -1.340 3.455 2.826
H 0.112 4.374 3.306
*
```

Output
* frontier orbital gap (alpha / beta): 6.4 / 7.8 eV
* total energy: -93564.2119 eV
* LUMO energy (alpha / beta): -8.84 / -7.57 eV

Mulliken atomic charge list, values in e, 4 entries: Mn 0.306; O -0.533; C -0.142; C 0.454


9.
Entry from the Open Molecules 2025 dataset: 2 unconnected molecules or ions with the total composition C20H26Cl2N2O4Si (wB97M-V/def2-TZVPD).

```
! wB97M-V def2-TZVPD RIJCOSX def2/J DEFGRID3
* xyz 0 1
N 0.333 -2.979 3.620
C 1.354 -2.407 3.591
C 2.586 -1.693 3.565
C 2.602 -0.327 3.588
C 1.380 0.402 3.585
N 0.362 0.980 3.587
C 3.858 0.450 3.586
O 3.846 1.676 3.571
C 5.116 -0.358 3.593
Cl 6.568 0.530 3.598
C 5.100 -1.724 3.587
Cl 6.530 -2.647 3.598
C 3.824 -2.500 3.576
O 3.783 -3.728 3.581
C -0.919 2.092 -0.141
C -1.331 0.825 -0.393
O -1.820 0.105 0.627
C -3.224 -0.304 0.514
C -3.484 -1.078 1.783
C -3.217 -0.320 3.084
C -3.570 -1.147 4.319
O -1.306 0.197 -1.585
Si 0.082 0.181 -2.613
C 1.541 0.777 -1.628
C 0.232 -1.625 -3.018
C -0.195 1.221 -4.208
C 0.849 2.347 -4.271
C -1.604 1.835 -4.243
C -0.017 0.330 -5.450
H -0.609 2.734 -0.956
H -1.044 2.440 0.877
H -3.322 -0.942 -0.370
H -3.850 0.593 0.417
H -2.866 -1.985 1.763
H -4.532 -1.402 1.771
H -3.816 0.599 3.067
H -2.166 -0.004 3.143
H -3.367 -0.560 5.219
H -4.631 -1.418 4.316
H -2.977 -2.067 4.371
H 2.445 0.600 -2.231
H 1.505 1.842 -1.363
H 1.637 0.203 -0.694
H 1.140 -1.816 -3.608
H 0.301 -2.202 -2.086
H -0.636 -1.996 -3.578
H 1.874 1.953 -4.281
H 0.703 2.920 -5.199
H 0.758 3.046 -3.429
H -2.388 1.067 -4.246
H -1.785 2.513 -3.399
H -1.710 2.422 -5.170
H -0.769 -0.468 -5.498
H -0.130 0.948 -6.353
H 0.977 -0.132 -5.486
*
```

Output
* frontier orbital gap: 5.0 eV
* structure (SMILES): N#CC1=C(C#N)C(=O)C(Cl)=C(Cl)C1=O.C=C(OCCCC)O[Si](C)(C)C(C)(C)C
* total energy: -65253.2933 eV
* LUMO energy: -3.35 eV

Mulliken atomic charge list, values in e, 4 entries: N -0.483; C -0.244; C 0.802; C 0.820


10.
Entry from the Open Molecules 2025 dataset: a single C5H6O3 molecule (wB97M-V/def2-TZVPD).

```
! wB97M-V def2-TZVPD RIJCOSX def2/J DEFGRID3
* xyz 0 1
O 1.007 -1.469 1.486
C 0.735 -0.811 0.499
C 1.492 -0.622 -0.711
C 0.734 0.486 -1.502
C -0.524 0.771 -0.620
O -1.535 1.635 -0.976
C -0.560 -0.116 0.434
O -1.393 -0.119 1.543
H 1.806 -1.521 -1.338
H 2.498 -0.191 -0.370
H 1.288 1.449 -1.513
H 0.493 0.015 -2.439
H -1.126 2.256 -1.630
H -0.856 -0.637 2.264
*
```

Output
* frontier orbital gap: 9.2 eV
* structure (SMILES): O=C1CCC(O)=C1O
* total energy: -11423.6065 eV
* LUMO energy: 0.51 eV

Mulliken atomic charge list, values in e, 4 entries: O -0.658; C 0.690; C -0.557; C -0.484


11.
Entry from the Open Molecules 2025 dataset: a single C19H20N2O4 molecule (wB97M-V/def2-TZVPD).

```
! wB97M-V def2-TZVPD RIJCOSX def2/J DEFGRID3
* xyz 0 1
C -5.043 -2.726 -0.575
O -3.880 -1.938 -0.529
C -4.003 -0.594 -0.335
C -5.217 0.068 -0.188
C -5.248 1.438 0.006
C -4.074 2.166 0.054
C -2.863 1.513 -0.095
C -2.809 0.141 -0.289
C -1.477 -0.541 -0.434
N -0.689 -0.367 0.773
C 0.337 -1.181 1.076
O 0.618 -2.175 0.438
C 1.132 -0.765 2.316
C 1.693 0.657 2.191
N 2.098 0.964 0.829
C 1.345 1.837 0.120
O 0.377 2.415 0.581
C 1.827 2.079 -1.301
O 2.274 0.910 -1.945
C 3.145 0.170 -1.197
C 4.053 -0.650 -1.849
C 4.961 -1.396 -1.120
C 4.975 -1.307 0.260
C 4.055 -0.509 0.919
C 3.116 0.219 0.202
H -4.698 -3.747 -0.729
H -5.695 -2.436 -1.406
H -5.605 -2.672 0.364
H -6.148 -0.477 -0.222
H -6.201 1.934 0.118
H -4.099 3.234 0.205
H -1.941 2.076 -0.061
H -0.936 -0.117 -1.292
H -1.599 -1.612 -0.601
H -0.812 0.509 1.258
H 1.937 -1.493 2.424
H 0.489 -0.825 3.196
H 0.934 1.400 2.448
H 2.543 0.797 2.866
H 1.003 2.477 -1.896
H 2.634 2.831 -1.267
H 4.025 -0.689 -2.926
H 5.662 -2.036 -1.631
H 5.694 -1.870 0.834
H 4.075 -0.463 1.995
*
```

Output
* frontier orbital gap: 9.2 eV
* structure (SMILES): COc1ccccc1CNC(=O)CCN1C(=O)COc2ccccc21
* total energy: -31198.3863 eV
* LUMO energy: 0.79 eV

Mulliken atomic charge list, values in e, 4 entries: C -0.963; O -0.383; C 0.480; C -0.531


12.
Entry from the Open Molecules 2025 dataset: a single C2H4FN3 molecule (wB97M-V/def2-TZVPD).

```
! wB97M-V def2-TZVPD RIJCOSX def2/J DEFGRID3
* xyz 0 1
C -0.149 0.358 0.295
C 1.253 0.441 0.366
N 1.928 1.256 -0.337
N 2.162 1.982 -1.145
N -0.689 -0.825 -0.189
F 1.742 0.158 1.586
H -0.407 0.165 1.489
H -0.582 1.359 -0.095
H -0.213 -1.163 -0.926
H -0.873 -1.522 0.582
*
```

Output
* frontier orbital gap: 8.6 eV
* total energy: -9322.7168 eV
* LUMO energy: 0.23 eV

Mulliken atomic charge list, values in e, 4 entries: C -0.427; C 0.358; N 0.528; N -0.590


13.
Entry from the Open Molecules 2025 dataset: a single C2H2ClIO molecule (wB97M-V/def2-TZVPD).

```
! wB97M-V def2-TZVPD RIJCOSX def2/J DEFGRID3
* xyz 0 1
O -0.895 -0.630 1.558
C -0.737 0.242 0.761
C 0.268 -0.131 -0.577
Cl 0.451 -1.869 -0.617
I 2.190 0.990 -0.199
H -1.242 1.126 0.744
H -0.034 0.272 -1.670
*
```

Output
* frontier orbital gap: 9.4 eV
* structure (SMILES): O=C[C@H](Cl)I
* total energy: -24775.4296 eV
* LUMO energy: -0.50 eV

Mulliken atomic charge list, values in e, 4 entries: O -0.390; C 0.017; C -0.414; Cl -0.104


14.
Entry from the Open Molecules 2025 dataset: 2 unconnected molecules or ions with the total composition C4H7NO2 (wB97M-V/def2-TZVPD).

```
! wB97M-V def2-TZVPD RIJCOSX def2/J DEFGRID3
* xyz 0 1
C -0.554 0.066 -1.836
C -0.287 0.239 -0.379
O -1.203 0.576 0.346
C 1.093 0.212 0.287
N 0.869 0.052 1.696
C -0.201 0.455 2.184
O -1.027 0.768 2.951
H -0.292 1.022 -2.300
H -1.629 -0.091 -1.953
H 0.010 -0.734 -2.317
H 1.533 1.198 0.095
H 1.786 -0.543 -0.105
H -0.251 -1.790 0.272
H 0.031 -1.650 0.951
*
```

Output
* frontier orbital gap: 10.7 eV
* structure (SMILES): CC(=O)CN=C=O.[H][H]
* total energy: -9844.8765 eV
* LUMO energy: 0.71 eV

Mulliken atomic charge list, values in e, 4 entries: C -1.289; C 0.654; O -0.539; C -0.324


15.
Entry from the Open Molecules 2025 dataset: a single C15H30O4S molecule (wB97M-V/def2-TZVPD).

```
! wB97M-V def2-TZVPD RIJCOSX def2/J DEFGRID3
* xyz 0 1
C -6.410 -3.064 0.120
C -4.912 -3.177 -0.136
C -4.129 -2.063 0.556
C -2.626 -2.184 0.312
C -1.816 -1.024 0.892
C -1.838 -0.974 2.419
C -0.881 0.081 2.977
C 0.572 -0.390 2.987
C 1.536 0.685 3.495
C 1.799 1.780 2.459
C 2.762 1.317 1.361
C 2.536 2.048 0.050
S 0.994 1.425 -0.700
O -0.143 2.046 -0.071
O 1.029 -0.016 -0.703
C 1.010 1.989 -2.458
C 1.110 0.763 -3.341
C 2.318 -0.050 -2.925
O 3.324 0.423 -2.461
O 2.172 -1.340 -3.189
H -6.948 -3.865 -0.383
H -6.788 -2.113 -0.246
H -6.620 -3.127 1.186
H -4.724 -3.136 -1.212
H -4.554 -4.144 0.224
H -4.476 -1.095 0.185
H -4.333 -2.101 1.627
H -2.449 -2.228 -0.766
H -2.268 -3.124 0.741
H -0.786 -1.114 0.545
H -2.199 -0.080 0.500
H -1.574 -1.956 2.822
H -2.851 -0.741 2.754
H -1.174 0.331 4.001
H -0.973 0.983 2.371
H 0.652 -1.270 3.630
H 0.857 -0.688 1.978
H 1.115 1.137 4.396
H 2.487 0.224 3.773
H 0.854 2.071 2.004
H 2.216 2.661 2.954
H 3.797 1.452 1.685
H 2.613 0.255 1.162
H 3.313 1.819 -0.674
H 2.413 3.120 0.177
H 0.091 2.545 -2.616
H 1.873 2.638 -2.573
H 0.227 0.134 -3.237
H 1.224 1.041 -4.392
H 2.937 -1.847 -2.871
*
```

Output
* frontier orbital gap: 10.8 eV
* structure (SMILES): CCCCCCCCCCCCS(=O)(=O)CCC(=O)O
* total energy: -35067.6808 eV
* LUMO energy: 0.53 eV

Mulliken atomic charge list, values in e, 4 entries: C -1.285; C -0.348; C -0.513; C -1.123


So what do the calculations give for max |F|? Going down the list: 1.17 5.18 4.32 0.34 1.52 4.03 4.61 1.11 2.95 3.96 0.66 5.20 5.65 1.07 0.80 eV/Å.